Entry 1:
{
  "formula": "C7H11N",
  "method": "ωB97M-V with the def2-TZVPD basis set",
  "elements": ["C", "C", "C", "C", "C", "C", "C", "N", "H", "H", "H", "H", "H", "H", "H", "H", "H", "H", "H"],
  "xyz": [[-0.530887, 0.231752, 0.175160], [0.499746, 0.551819, 1.262202], [-1.469371, 1.379171, -0.157164], [1.934793, 0.280750, 0.824867], [-1.062770, -1.147299, 0.090712], [-0.177380, -0.703236, -0.942539], [0.462723, -0.900435, -2.074458], [-1.770907, -2.008276, 0.653637], [-1.815689, -2.910642, 0.176461], [0.273653, -0.039344, 2.153021], [0.401042, 1.605425, 1.529941], [-0.902696, 2.232228, -0.528194], [-2.184859, 1.079939, -0.920565], [-2.019646, 1.680095, 0.732446], [0.390316, -1.835080, -2.610690], [1.088782, -0.140315, -2.517592], [2.182166, 0.865092, -0.058493], [2.075753, -0.772186, 0.590305], [2.625232, 0.550541, 1.620946]],
  "atomic_forces_ev_per_a": [[-0.15, 0.43, 0.28], [0.24, -0.17, -0.04], [-0.02, -0.21, -0.06], [-0.15, 0.04, 0.21], [0.23, -0.13, -0.51], [-0.01, -0.14, -0.16], [0.08, -0.02, -0.13], [-0.53, -0.28, 0.66], [0.22, 0.25, -0.18], [-0.04, 0.11, 0.03], [-0.06, -0.03, 0.04], [0.03, 0.07, -0.01], [-0.07, 0.03, -0.05], [-0.03, 0.05, 0.06], [-0.06, -0.14, -0.02], [0.07, 0.14, -0.01], [0.08, 0.03, -0.11], [0.07, -0.04, -0.04], [0.12, 0.01, 0.03]],
  "nbo_charge": [-0.141, -0.384, -0.584, -0.600, 0.290, -0.078, -0.340, -0.591, 0.343, 0.215, 0.208, 0.208, 0.216, 0.216, 0.202, 0.200, 0.201, 0.209, 0.211],
  "orbital_gap_ev": 9.59,
  "charge": 0,
  "relative_energy_kj_mol": 282.07,
  "total_energy_ha": -327.98054,
  "spin_multiplicity": 1,
  "largest_force_ha_per_bohr": 0.01738,
  "smiles": "[H]/N=C1\\C(=C)[C@]1(C)CC"
}

Entry 2:
{
  "formula": "C25H33N3O3",
  "method": "ωB97M-V with the def2-TZVPD basis set",
  "elements": ["C", "H", "O", "C", "C", "C", "C", "C", "C", "H", "O", "C", "H", "H", "H", "H", "C", "N", "C", "C", "N", "C", "H", "C", "C", "H", "H", "C", "O", "H", "H", "H", "H", "H", "C", "C", "C", "N", "C", "C", "C", "C", "C", "C", "H", "H", "H", "H", "C", "H", "H", "H", "H", "H", "H", "H", "H", "H", "H", "H", "H", "H", "H", "H"],
  "xyz": [[-5.241753, -1.287267, 3.020676], [-6.015111, -1.871021, 2.511161], [-4.752236, -0.253820, 2.202076], [-4.164195, -0.585594, 1.019623], [-3.715478, 0.486464, 0.244453], [-3.099174, 0.264556, -0.971705], [-2.947041, -1.038329, -1.441441], [-3.384049, -2.106624, -0.674535], [-3.990351, -1.880793, 0.562340], [-4.313132, -2.742652, 1.122027], [-3.270583, -3.420608, -1.029409], [-2.663551, -3.730967, -2.258937], [-2.675784, -4.817774, -2.327806], [-3.221951, -3.310047, -3.101520], [-1.627404, -3.377876, -2.297442], [-2.483429, -1.195948, -2.402363], [-2.555948, 1.423224, -1.778365], [-1.180843, 1.814522, -1.526004], [-0.149719, 0.867159, -1.893643], [0.244548, -0.103556, -0.777011], [0.629411, 0.653161, 0.398976], [-0.494307, 1.454435, 0.845688], [-1.358701, 0.820267, 1.110748], [-0.897419, 2.450894, -0.251104], [0.211410, 3.499679, -0.451649], [1.185034, 3.026076, -0.334355], [0.134279, 3.887773, -1.470553], [0.087924, 4.660505, 0.534269], [-1.141179, 5.340678, 0.426099], [-1.265237, 5.595060, -0.495580], [0.128341, 4.300538, 1.564449], [0.923341, 5.360764, 0.381592], [-1.803002, 2.976004, 0.069441], [-0.194229, 2.008607, 1.738392], [1.132507, -0.210415, 1.455134], [2.398846, -0.882325, 1.041417], [2.670144, -2.219475, 1.027230], [3.945626, -2.452751, 0.587453], [4.524616, -1.248609, 0.298967], [5.795454, -0.950130, -0.179686], [6.104945, 0.377151, -0.383287], [5.178278, 1.390797, -0.120246], [3.919117, 1.103578, 0.354605], [3.578630, -0.230326, 0.571451], [3.200087, 1.882042, 0.556959], [5.465555, 2.417515, -0.295630], [7.083929, 0.643182, -0.754804], [6.515516, -1.728590, -0.385352], [4.574820, -3.734857, 0.460005], [3.873636, -4.512295, 0.758652], [5.460937, -3.795515, 1.097985], [4.880381, -3.913742, -0.574648], [2.037091, -3.039904, 1.311145], [1.326727, 0.423659, 2.327800], [0.387666, -0.975144, 1.748201], [-0.590132, -0.791132, -0.548304], [1.102888, -0.696421, -1.103167], [0.741754, 1.442443, -2.165165], [-0.476242, 0.311110, -2.774374], [-2.620748, 1.180454, -2.844414], [-3.173895, 2.307183, -1.595248], [-3.862335, 1.486116, 0.621845], [-5.675359, -0.794757, 3.889700], [-4.438899, -1.956326, 3.347209]],
  "atomic_forces_ev_per_a": [[-0.08, -0.19, 0.14], [0.04, 0.01, 0.02], [0.17, 0.17, -0.30], [0.09, 0.01, -0.13], [-0.07, -0.02, -0.07], [-0.29, -0.03, 0.21], [-0.04, -0.30, -0.17], [0.03, 0.09, -0.02], [-0.07, -0.11, 0.18], [-0.07, -0.08, 0.10], [-0.16, 0.24, 0.34], [0.11, -0.04, -0.22], [0.03, 0.08, -0.04], [0.04, 0.00, 0.04], [-0.05, 0.00, 0.00], [0.06, -0.05, -0.11], [0.08, 0.05, -0.02], [-0.18, -0.07, -0.08], [0.14, -0.17, 0.06], [0.01, 0.01, -0.29], [0.00, 0.00, 0.07], [-0.14, 0.10, -0.01], [0.14, 0.08, 0.04], [0.14, 0.24, 0.10], [-0.32, 0.19, 0.42], [0.13, 0.03, -0.07], [0.04, 0.01, -0.04], [0.53, -0.23, -0.16], [-0.46, 0.23, -0.14], [0.00, 0.01, 0.08], [0.08, 0.02, -0.01], [-0.06, -0.14, 0.11], [0.04, -0.05, -0.03], [-0.02, -0.01, 0.06], [0.08, -0.04, 0.01], [-0.19, -0.28, 0.16], [-0.30, 0.29, 0.13], [-0.01, -0.03, 0.00], [-0.10, 0.53, -0.01], [0.11, -0.14, -0.03], [0.10, -0.06, -0.04], [0.03, 0.22, -0.01], [0.02, -0.02, 0.01], [0.25, -0.30, -0.08], [-0.07, 0.10, -0.01], [0.01, 0.08, -0.01], [0.07, 0.00, -0.03], [0.09, -0.06, -0.03], [0.25, -0.17, -0.08], [0.03, 0.04, -0.01], [-0.05, -0.05, -0.02], [-0.02, -0.04, 0.05], [-0.11, -0.15, 0.04], [-0.10, -0.05, 0.00], [0.02, 0.09, 0.03], [0.14, 0.02, 0.01], [-0.07, -0.01, -0.03], [0.06, -0.12, -0.06], [0.03, 0.02, -0.05], [-0.09, 0.02, 0.06], [-0.03, -0.07, -0.06], [-0.01, 0.17, 0.05], [0.02, -0.08, -0.04], [-0.03, 0.02, -0.02]],
  "nbo_charge": [-0.252, 0.177, -0.491, 0.336, -0.297, 0.013, -0.375, 0.407, -0.385, 0.227, -0.511, -0.252, 0.199, 0.177, 0.175, 0.215, -0.224, -0.453, -0.224, -0.247, -0.451, -0.249, 0.184, -0.050, -0.435, 0.223, 0.206, -0.059, -0.721, 0.461, 0.172, 0.160, 0.217, 0.198, -0.228, -0.121, -0.006, -0.347, 0.117, -0.242, -0.216, -0.243, -0.198, -0.022, 0.217, 0.209, 0.210, 0.210, -0.397, 0.214, 0.203, 0.202, 0.207, 0.204, 0.172, 0.170, 0.212, 0.199, 0.197, 0.199, 0.204, 0.223, 0.200, 0.176],
  "orbital_gap_ev": 8.36,
  "charge": 0,
  "relative_energy_kj_mol": 384.14,
  "total_energy_ha": -1362.39188,
  "spin_multiplicity": 1,
  "largest_force_ha_per_bohr": 0.01161,
  "smiles": "COc1cc(CN2CCN(Cc3cn(C)c4ccccc34)C[C@H]2CCO)cc(OC)c1"
}

Entry 3:
{
  "formula": "C4H5NOS2",
  "method": "ωB97M-V with the def2-TZVPD basis set",
  "elements": ["C", "C", "C", "C", "H", "H", "H", "H", "H", "N", "O", "S", "S"],
  "xyz": [[-1.589766, 1.592612, 0.207643], [-0.357454, 0.746018, -1.705969], [-0.317008, -0.462530, 0.481629], [0.864353, -1.243770, 0.035039], [-1.063813, 2.065039, 1.030652], [-1.795708, 2.335331, -0.591585], [-2.513558, 1.098813, 0.505829], [0.207507, -0.091337, -2.122533], [0.618725, -2.283330, -0.119870], [-0.707483, 0.552309, -0.365638], [-0.639316, 1.736361, -2.340544], [-0.924427, -0.832621, 1.950756], [2.362741, -0.709602, -0.171302]],
  "atomic_forces_ev_per_a": [[-0.11, 0.01, -1.00], [0.49, 0.10, -0.25], [0.52, 0.53, -0.91], [-0.07, -0.42, -0.17], [-0.22, -0.01, 0.22], [0.17, -0.57, 0.64], [0.03, 0.28, 0.31], [0.03, -0.06, -0.11], [0.08, -0.43, 0.08], [-0.90, 1.02, 0.96], [0.08, -0.80, 0.48], [0.04, 0.19, -0.35], [-0.12, 0.17, 0.09]],
  "nbo_charge": [-0.430, 0.551, 0.032, -0.352, 0.219, 0.249, 0.221, 0.140, 0.218, -0.455, -0.541, 0.016, 0.133],
  "orbital_gap_ev": 7.85,
  "charge": 0,
  "relative_energy_kj_mol": 108.92,
  "total_energy_ha": -1081.75178,
  "spin_multiplicity": 1,
  "largest_force_ha_per_bohr": 0.03236,
  "smiles": "CN(C=O)C(=S)C=S"
}

Entry 4:
{
  "formula": "C25H25N3O4",
  "method": "ωB97M-V with the def2-TZVPD basis set",
  "elements": ["C", "C", "O", "C", "C", "C", "C", "C", "C", "H", "H", "N", "C", "O", "C", "O", "C", "C", "C", "C", "C", "C", "C", "C", "N", "C", "O", "C", "C", "C", "N", "C", "C", "C", "H", "H", "H", "H", "H", "H", "H", "H", "H", "H", "H", "H", "H", "H", "H", "H", "H", "H", "H", "H", "H", "H", "H"],
  "xyz": [[1.138845, -0.976951, 6.950019], [0.168231, 0.145818, 7.305254], [0.320247, 1.281480, 6.477475], [-0.190390, 1.276446, 5.216170], [-0.946715, 0.259190, 4.643840], [-1.435359, 0.384398, 3.354958], [-1.177089, 1.528266, 2.612182], [-0.414600, 2.547827, 3.180209], [0.070804, 2.423411, 4.461930], [0.657051, 3.208891, 4.911431], [-0.206520, 3.442929, 2.611126], [-1.655169, 1.711492, 1.308116], [-2.398097, 0.882726, 0.542862], [-2.788299, -0.225411, 0.840460], [-2.750897, 1.513403, -0.811590], [-1.872513, 2.566377, -1.175019], [-1.189518, 2.429043, -2.369706], [-1.347508, 3.451500, -3.300265], [-0.690990, 3.405022, -4.515707], [0.114466, 2.323376, -4.816773], [0.299202, 1.314627, -3.880329], [-0.335482, 1.359636, -2.637641], [-0.030812, 0.262556, -1.657026], [1.420656, -0.164852, -1.846136], [1.658082, -0.554801, -3.217924], [1.154757, 0.154150, -4.255402], [1.374704, -0.139117, -5.418579], [2.494408, -1.711870, -3.467452], [1.791641, -2.973282, -3.047865], [2.290724, -3.801929, -2.050054], [1.681374, -4.897942, -1.634036], [0.530927, -5.224801, -2.194627], [-0.064228, -4.475523, -3.200335], [0.579240, -3.329281, -3.631368], [0.158766, -2.711433, -4.412342], [-1.004299, -4.781869, -3.632278], [0.067999, -6.127370, -1.818404], [3.231491, -3.577582, -1.561242], [3.443547, -1.602545, -2.932114], [2.685911, -1.725922, -4.545097], [1.647169, -1.016698, -1.201256], [2.087886, 0.665841, -1.573269], [-0.175391, 0.599538, -0.630641], [-0.686095, -0.598085, -1.827219], [0.616012, 2.239006, -5.768356], [-0.824018, 4.202449, -5.230343], [-1.995427, 4.276475, -3.047109], [-3.760732, 1.937134, -0.718243], [-2.787174, 0.728866, -1.570859], [-1.414864, 2.596294, 0.874018], [-2.022219, -0.409034, 2.923390], [-1.174707, -0.643053, 5.188276], [-0.868387, -0.212181, 7.285025], [0.383384, 0.515630, 8.311922], [1.013940, -1.802163, 7.645672], [0.964785, -1.337124, 5.939131], [2.161253, -0.612979, 7.013136]],
  "atomic_forces_ev_per_a": [[-0.21, 0.36, -0.04], [0.08, -0.38, 0.19], [0.06, 0.21, -0.13], [-0.05, 0.08, -0.22], [0.20, 0.10, 0.39], [-0.08, 0.05, -0.24], [0.03, -0.26, 0.37], [-0.07, -0.15, 0.00], [0.00, -0.16, 0.16], [0.07, 0.10, 0.05], [0.03, 0.11, -0.05], [0.11, 0.51, -0.17], [0.09, 0.33, -0.46], [-0.15, -0.16, 0.03], [-0.39, -0.24, 0.06], [0.21, 0.03, -0.06], [0.04, 0.15, -0.33], [-0.07, -0.13, 0.28], [0.02, -0.06, 0.00], [0.10, -0.12, 0.00], [-0.27, 0.36, -0.08], [-0.08, 0.05, 0.15], [0.18, -0.04, 0.05], [-0.19, 0.22, 0.31], [0.08, -0.14, 0.04], [0.10, -0.09, 0.00], [-0.03, 0.07, -0.28], [0.06, -0.06, -0.26], [0.00, -0.14, 0.09], [0.05, 0.33, -0.28], [0.13, -0.39, 0.39], [-0.20, -0.07, -0.10], [0.07, 0.11, -0.03], [0.09, -0.10, 0.12], [-0.06, 0.07, -0.09], [-0.08, -0.05, -0.02], [-0.12, -0.06, -0.03], [0.11, 0.13, -0.01], [-0.04, -0.02, -0.06], [0.09, 0.01, 0.23], [0.00, 0.06, -0.06], [-0.05, -0.12, 0.07], [0.00, -0.01, -0.02], [0.02, -0.01, 0.07], [0.03, -0.02, -0.08], [-0.01, 0.07, -0.06], [-0.08, 0.08, 0.04], [0.13, -0.11, -0.03], [0.07, 0.03, 0.12], [-0.05, -0.25, 0.01], [-0.02, -0.02, -0.02], [0.01, -0.08, 0.08], [0.07, 0.09, 0.03], [-0.11, -0.08, -0.12], [0.00, -0.12, 0.06], [0.01, -0.08, -0.06], [0.09, 0.00, 0.01]],
  "nbo_charge": [-0.638, -0.062, -0.494, 0.279, -0.248, -0.230, 0.109, -0.212, -0.242, 0.226, 0.208, -0.604, 0.652, -0.611, -0.160, -0.552, 0.359, -0.249, -0.204, -0.170, -0.130, -0.073, -0.432, -0.204, -0.428, 0.667, -0.631, -0.246, -0.073, 0.026, -0.412, 0.034, -0.248, -0.169, 0.228, 0.221, 0.193, 0.189, 0.202, 0.260, 0.220, 0.194, 0.229, 0.230, 0.240, 0.220, 0.225, 0.211, 0.212, 0.418, 0.253, 0.211, 0.170, 0.193, 0.215, 0.213, 0.215],
  "orbital_gap_ev": 8.61,
  "charge": 0,
  "relative_energy_kj_mol": 202.86,
  "total_energy_ha": -1432.92581,
  "spin_multiplicity": 1,
  "largest_force_ha_per_bohr": 0.01106,
  "smiles": "CCOc1ccc(NC(=O)COc2cccc3c2CCN(Cc2cccnc2)C3=O)cc1"
}

Entry 5:
{
  "formula": "C6H10AsMoNO3S4Se2",
  "method": "ωB97M-V with the def2-TZVPD basis set",
  "elements": ["Mo", "O", "C", "C", "C", "O", "C", "Se", "C", "Se", "H", "H", "H", "H", "H", "H", "H", "H", "H", "H", "S", "As", "S", "S", "S", "O", "C", "N"],
  "xyz": [[-0.359911, 1.032905, -2.059473], [2.482305, -1.452083, 0.619649], [1.646553, -1.700494, 1.740490], [0.309157, -0.833096, 1.656893], [-0.193671, -1.137000, 3.103226], [-1.463690, -0.480376, 3.289307], [0.656723, 0.654613, 1.305134], [-0.732810, 1.615316, 0.342101], [-0.771167, -1.454722, 0.714041], [-0.418512, -1.290556, -1.173947], [2.691408, -2.392025, 0.323579], [2.142728, -1.240105, 2.614519], [1.458422, -2.675478, 2.057237], [0.581273, -0.837582, 3.843194], [-0.320485, -2.211780, 3.349868], [-1.510094, -0.391686, 4.263753], [1.579437, 0.684100, 0.725230], [0.726099, 1.257462, 2.262524], [-1.760443, -0.998252, 0.878046], [-0.846853, -2.553116, 0.788435], [-0.911028, 3.007374, -5.832104], [0.115902, 1.353729, -5.428122], [-1.001823, -0.067447, -4.065400], [1.600704, 1.673652, -2.496963], [1.781212, 0.649155, -6.299220], [-3.419393, 3.942247, -2.120564], [-2.530045, 3.267636, -2.181714], [-1.531996, 2.577607, -2.219719]],
  "atomic_forces_ev_per_a": [[0.51, 1.01, -0.28], [0.19, -3.40, -0.34], [-0.25, 4.60, 0.11], [0.24, -2.31, 0.59], [-0.46, 0.88, -0.06], [0.96, -0.11, 1.47], [-0.50, -0.58, 1.69], [0.06, -0.08, -0.16], [0.23, 0.41, 0.25], [0.28, 0.26, -0.96], [-0.02, 2.10, -0.06], [0.17, -0.17, -0.22], [-0.32, -2.01, -0.36], [-0.54, 0.51, -0.35], [0.03, 0.21, -0.84], [-0.52, 0.15, -0.84], [-0.12, 0.12, 0.20], [0.25, -0.73, -1.05], [0.47, -0.24, 0.19], [0.07, 0.44, 0.44], [-0.48, 0.77, -0.06], [-0.22, -0.89, 0.30], [0.36, 0.31, 0.10], [-0.84, -0.47, 0.40], [0.30, -0.23, 0.03], [-4.03, 3.00, 0.10], [4.26, -3.10, 0.04], [-0.07, -0.45, -0.31]],
  "nbo_charge": [0.344, -0.710, -0.072, -0.103, -0.072, -0.721, -0.591, 0.167, -0.590, 0.160, 0.480, 0.158, 0.180, 0.170, 0.171, 0.472, 0.255, 0.242, 0.259, 0.232, -0.413, 0.928, -0.257, 0.032, -0.413, -0.444, 0.906, -0.770],
  "orbital_gap_ev": [5.91, 5.91],
  "charge": 0,
  "total_energy_ha": -9214.69452,
  "spin_multiplicity": 1,
  "largest_force_ha_per_bohr": 0.10241
}

| no. | molar mass (u) |
| --- | --- |
| 1 | 109.2 |
| 2 | 423.6 |
| 3 | 147.2 |
| 4 | 431.5 |
| 5 | 601.2 |